C4H5NO2 | wB97M-V/def2-TZVPD

Calculated values
HOMO-LUMO gap   9.30 eV
Structure (SMILES)   CC1=C(O)N1C=O
Relative energy (zero: lowest compared OMol25 entry of this formula, charge and spin)   90.39 kcal per mole

Positions of all 12 atoms, in Å:
H  -0.1793  1.5677  -1.6239
N  -0.4335  -0.4018  1.0742
H  -2.5003  -0.7121  1.2569
H  1.5898  1.3791  -1.6442
O  -2.0103  0.0659  -0.5405
C  0.5979  0.1631  -0.2485
O  1.4329  -1.9847  0.6757
H  0.8174  2.2591  -0.3132
C  0.6950  -0.9157  0.4082
H  1.0077  -2.4418  1.4130
C  -1.7209  -0.3930  0.5410
C  0.7035  1.4142  -0.9988

Cartesian forces, eV/Å:
0.103 -0.018 0.126
0.021 0.591 -0.093
0.240 -0.058 -0.036
-0.118 -0.092 0.172
-0.127 -0.271 0.174
-0.011 -0.111 0.220
-0.200 -0.225 0.054
-0.021 -0.049 -0.072
0.230 0.232 -0.375
0.044 -0.097 0.025
-0.104 0.081 -0.266
-0.057 0.016 0.071